1.
Entry from OMol25: a 10-piece molecular cluster, C11H36O10Si overall in a non-equilibrium geometry (the ωB97M-V functional and the def2-TZVPD basis).

Summary:
Electronic energy, Ha: -1482.5264
Orbital gap, eV: 8.77
Multiplicity: 1
LUMO energy, eV: 0.40
HOMO energy, eV: -8.38

Last column: natural (NBO) charge in e.
Cartesian coordinates (Å):
C1 -4.71159 2.10337 0.75035  -0.642
C2 -3.17433 1.76427 0.72667  0.002
C3 -2.17509 2.44084 1.53483  -0.285
C4 -0.77053 2.02326 1.43755  -0.228
C5 -0.31149 0.94237 0.55293  0.038
C6 1.20193 0.54949 0.56156  -0.263
C7 1.70971 0.68545 2.06451  -0.622
C8 2.10571 1.43393 -0.36333  -0.621
C9 -1.32094 0.29070 -0.29867  0.291
O1 -0.93186 -0.73708 -1.15875  -0.527
C10 -1.71666 -0.76050 -2.36877  -0.477
Si1 -0.77817 -1.50265 -3.87665  0.840
C11 -2.72461 0.72387 -0.18312  -0.309
H1 -5.22421 1.19247 1.16759  0.210
H2 -4.94170 3.03694 1.31151  0.222
H3 -5.01141 2.14908 -0.33304  0.235
H4 -2.45247 3.25521 2.25228  0.213
H5 -0.06477 2.59232 2.09138  0.226
H6 1.29562 -0.53480 0.28449  0.212
H7 2.64470 0.11899 2.27352  0.237
H8 0.85778 0.32408 2.70611  0.204
H9 1.84633 1.76896 2.34201  0.199
H10 1.75977 1.51755 -1.42374  0.213
H11 2.27077 2.47421 0.02047  0.237
H12 3.13091 0.95893 -0.40410  0.209
H13 -2.03908 0.27100 -2.69181  0.213
H14 -2.61669 -1.42602 -2.21428  0.200
H15 -1.42577 -0.94284 -5.08247  -0.152
H16 0.62899 -1.09213 -3.93974  -0.153
H17 -0.93557 -2.96357 -3.99250  -0.165
H18 -3.50155 0.22716 -0.81008  0.222
O2 -6.14556 -0.08518 -1.15564  -0.935
H19 -5.69931 -0.68012 -0.54161  0.469
H20 -6.79911 0.36681 -0.60991  0.471
O3 3.14272 -1.88933 3.39582  -0.960
H21 2.21447 -2.15409 3.45505  0.490
H22 3.25079 -1.25344 4.11214  0.473
O4 2.20990 4.92296 -0.25346  -0.950
H23 2.73402 5.34072 0.43866  0.464
H24 1.42987 5.48819 -0.33261  0.488
O5 -1.77172 0.57671 -6.86743  -0.929
H25 -2.69133 0.28806 -6.84983  0.468
H26 -1.72002 1.23537 -6.16554  0.468
O6 0.59043 -3.63194 2.55549  -0.958
H27 0.64897 -2.92369 1.90269  0.470
H28 1.01226 -4.38570 2.12105  0.490
O7 0.30261 -6.49789 1.71259  -0.949
H29 -0.42188 -6.99779 1.32081  0.476
H30 0.20796 -6.65282 2.65984  0.474
O8 6.02811 -2.79823 2.32214  -0.968
H31 6.16962 -2.83001 1.36634  0.480
H32 5.08630 -2.59945 2.41348  0.483
O9 -0.63394 5.53753 0.50536  -0.954
H33 -1.24428 4.82752 0.74528  0.486
H34 -1.18409 6.32923 0.49932  0.470
O10 6.64389 -3.82838 -0.53270  -0.948
H35 6.54676 -4.69818 -0.12688  0.476
H36 7.46879 -3.89175 -1.02715  0.475

Atomic forces in eV per Å
C 1.3 -1.0 -0.7
C 1.5 -0.1 -0.1
C 0.8 -1.5 -1.2
C -1.7 -0.6 -0.9
C -1.4 0.8 0.0
C -0.1 0.3 0.8
C -0.8 0.3 -0.2
C 0.7 -0.3 -0.2
C -0.7 1.7 1.9
O -0.6 1.5 0.2
C -0.4 -0.6 -0.6
Si -0.3 0.2 0.0
C 1.1 0.3 0.7
H 0.2 1.1 -0.1
H 0.1 -0.8 -0.4
H 0.0 0.3 1.2
H 0.2 -0.9 -0.8
H -0.5 -0.8 -0.8
H -0.2 1.0 0.0
H -0.8 0.5 -0.3
H 1.1 0.1 -0.3
H 0.1 -1.1 -0.4
H 0.0 -0.2 0.9
H -0.5 -0.9 -0.2
H -1.0 0.4 0.0
H 0.2 -1.0 0.6
H 0.6 0.9 -0.1
H -0.1 0.0 0.2
H 0.2 0.0 0.2
H 0.1 -0.1 0.2
H 0.8 0.5 0.5
O 0.0 -0.1 0.1
H 0.0 0.0 -0.1
H 0.0 0.0 -0.1
O -0.1 0.0 0.2
H 0.1 -0.3 -0.1
H 0.1 -0.1 -0.1
O 0.1 0.2 0.0
H 0.0 -0.1 -0.1
H -0.1 -0.3 0.1
O -0.2 0.2 -0.1
H 0.1 0.0 -0.1
H 0.1 0.0 -0.1
O 0.3 0.3 -0.1
H -0.1 -0.1 0.0
H -0.2 0.0 0.0
O 0.0 -0.2 0.2
H 0.1 0.1 -0.1
H 0.0 0.1 -0.1
O -0.2 0.0 -0.2
H 0.1 0.0 0.0
H 0.0 0.0 0.2
O -0.3 0.2 0.1
H 0.2 -0.1 -0.1
H 0.1 0.0 0.0
O 0.1 -0.2 0.0
H -0.1 0.1 0.0
H -0.1 0.1 0.0



2.
Entry from OMol25: one molecule with the formula C13H15I in a non-equilibrium geometry (the ωB97M-V functional and the def2-TZVPD basis).

Summary:
Electronic energy, Ha: -801.7766
Orbital gap, eV: 7.40
Multiplicity: 1
LUMO energy, eV: -0.43
HOMO energy, eV: -7.84

Last column: natural (NBO) charge in e.
Cartesian coordinates (Å):
C1 -0.94726 1.69790 0.92192  -0.228
C2 -1.24776 1.11660 -0.31170  0.068
C3 0.43791 -2.77553 0.55768  -0.408
C4 0.48766 -2.41852 -0.96967  -0.402
C5 -0.67367 -0.24185 -0.22907  -0.329
C6 -0.11355 0.89074 1.74050  0.005
C7 0.91347 -1.37689 0.86553  -0.346
C8 -0.14238 -0.34665 1.16315  0.046
C9 0.66840 -0.98592 -0.61437  0.123
C10 2.11930 -0.72242 1.43256  -0.038
C11 -2.13021 1.77022 -1.26510  -0.654
C12 0.39304 1.41609 3.01472  -0.634
C13 1.63456 -0.08811 -1.46760  -0.623
I1 3.42811 -1.88822 2.66221  0.096
H1 -1.14625 2.69893 1.10633  0.201
H2 -0.56806 -2.77809 0.86906  0.215
H3 0.91505 -3.63311 1.01369  0.229
H4 1.35326 -2.60750 -1.42340  0.209
H5 -0.28703 -2.80056 -1.62045  0.210
H6 -1.42070 -0.99383 -0.48645  0.233
H7 -1.57583 2.58714 -1.69721  0.228
H8 -2.92326 2.14100 -0.71660  0.222
H9 -2.61922 1.24907 -2.04344  0.222
H10 0.87971 0.66495 3.49722  0.226
H11 -0.53994 1.91789 3.45887  0.225
H12 1.19484 2.25550 3.03978  0.230
H13 1.24965 -0.01616 -2.50699  0.217
H14 2.69601 -0.32652 -1.40089  0.227
H15 1.45538 0.91858 -1.02178  0.230

Atomic forces in eV per Å
C 0.0 -1.1 -3.2
C 1.8 -0.1 2.6
C 0.4 -0.4 -0.6
C -2.4 -0.6 2.0
C -1.4 -1.0 0.1
C -0.4 -0.6 -0.6
C 2.6 0.9 1.8
C -0.1 0.6 0.2
C 0.5 3.0 -2.0
C 0.0 -0.7 -0.5
C 0.8 0.3 -0.7
C -0.6 3.8 -0.5
C -1.7 0.6 1.1
I -0.7 0.0 -0.3
H -0.7 1.7 0.7
H -1.4 -0.4 0.3
H 0.5 -0.1 -0.3
H 3.8 -1.7 -1.6
H -0.6 0.3 0.0
H -0.5 0.1 0.0
H 0.0 0.5 -0.4
H -1.7 1.3 1.1
H 0.1 -1.2 -0.9
H 0.7 -2.2 2.3
H 1.5 -1.1 0.3
H -1.3 -1.2 -0.9
H 0.4 -0.3 0.5
H -0.2 -0.2 -0.1
H 0.6 -0.5 -0.4



3.
Entry from OMol25: one molecule with the formula C5H6O in a non-equilibrium geometry (the ωB97M-V functional and the def2-TZVPD basis).

Summary:
Electronic energy, Ha: -269.2140
Orbital gap, eV: 10.03
Multiplicity: 1
LUMO energy, eV: 0.11
HOMO energy, eV: -9.93

Last column: natural (NBO) charge in e.
Cartesian coordinates (Å):
C1 0.97565 -0.32040 0.57013  -0.582
C2 0.60951 1.17818 0.77236  -0.467
C3 -0.72521 1.17981 0.11095  0.062
C4 -1.13708 0.20816 -0.51273  -0.102
C5 -1.75063 -1.01822 -0.92718  0.345
O1 -1.24644 -2.12201 -0.92755  -0.495
H1 0.39466 -0.92619 1.28241  0.213
H2 0.65511 -0.53152 -0.46643  0.209
H3 2.01222 -0.62483 0.58370  0.208
H4 1.29913 1.85344 0.25764  0.236
H5 0.56129 1.50370 1.81841  0.235
H6 -2.78656 -0.82767 -1.21260  0.138

Atomic forces in eV per Å
C 0.6 -0.2 -0.2
C 0.2 -0.1 0.0
C 0.1 -0.7 -0.3
C -1.2 0.9 0.1
C -0.4 -0.3 -0.1
O -0.1 0.8 0.0
H 0.3 0.1 -0.4
H 0.6 -0.4 0.8
H 0.5 0.2 0.7
H -0.1 0.0 0.0
H 0.0 -0.1 -0.2
H -0.5 -0.4 -0.3